(one)
DFT (ωB97M-V with the def2-TZVPD basis set) results for an isolated molecule of C4H6OS.

Results
Highest occupied orbital energy: -8.941 eV
Structure (SMILES): C[C@H]1OCC1=S
LUMO level: -0.24 eV

Structure (ORCA input):
```
! wB97M-V def2-TZVPD RIJCOSX def2/J DEFGRID3
* xyz 0 1
C -0.37463 -0.22509 -0.61207
H -0.43189 -0.44113 -1.69809
H -0.73390 -0.93229 1.31959
O -0.99126 1.02646 -0.27270
H 0.65138 2.46216 -0.34003
H 0.28166 -1.96012 0.13550
C -0.72793 -1.35155 0.29446
H -1.70368 -2.00754 -0.16237
H 0.27118 1.71144 1.39884
C 0.31330 1.55338 0.22366
C 0.98655 0.28892 -0.16413
S 2.45922 -0.12463 -0.12264
*
```


(two)
DFT (ωB97M-V with the def2-TZVPD basis set) results for an isolated molecule of C4H6OS.

Results
Highest occupied orbital energy: -9.439 eV
Structure (SMILES): C=CC(=O)CS
LUMO level: -0.17 eV

Structure (ORCA input):
```
! wB97M-V def2-TZVPD RIJCOSX def2/J DEFGRID3
* xyz 0 1
H 1.28671 -1.45688 1.02252
H -1.09511 0.27914 1.86834
O 0.72995 1.60325 -0.53883
C -0.98067 0.49115 0.85974
H 3.22206 -1.59301 -0.22924
S -1.93804 -0.57019 -0.30266
H 3.13123 0.05589 -0.71710
C 0.44718 0.57372 0.21685
H -0.97741 -0.61025 -1.68194
H -1.24926 1.53458 0.85203
C 2.57642 -0.77846 -0.12940
C 1.43219 -0.60515 0.39258
*
```


Stability verdict: (one), ahead by 59.3 kJ/mol


(one)
DFT (ωB97M-V with the def2-TZVPD basis set) results for an isolated molecule of CH4N2O.

Results
Highest occupied orbital energy: -9.716 eV
LUMO level: -0.92 eV

Structure (ORCA input):
```
! wB97M-V def2-TZVPD RIJCOSX def2/J DEFGRID3
* xyz 0 1
N -0.96124 0.57697 -0.82750
C -0.18635 0.04180 0.22621
H -1.92319 0.69292 -0.49716
H 1.78185 0.07485 -0.35271
H 1.15893 -1.49736 0.06021
N 1.03838 -0.52197 -0.06628
H -0.78571 -0.67629 0.79812
O -0.12266 1.30908 0.65911
*
```


(two)
DFT (ωB97M-V with the def2-TZVPD basis set) results for an isolated molecule of CH4N2O.

Results
Highest occupied orbital energy: -10.344 eV
Structure (SMILES): NC(N)=O
LUMO level: 0.71 eV

Structure (ORCA input):
```
! wB97M-V def2-TZVPD RIJCOSX def2/J DEFGRID3
* xyz 0 1
N -0.19674 -1.06673 0.29164
H -1.07351 1.20868 0.31525
N -0.29223 1.22366 -0.34403
C 0.47609 -0.03363 -0.27372
H 0.31880 1.81179 0.25826
H -1.19609 -1.14169 0.22401
H 0.35343 -1.94628 0.19983
O 1.61026 -0.05579 -0.67124
*
```


Stability verdict: (two), ahead by 389.3 kJ/mol


(one)
DFT (ωB97M-V with the def2-TZVPD basis set) results for an isolated molecule of CH4N2O.

Results
Highest occupied orbital energy: -9.694 eV
Structure (SMILES): [H]/N=C\NO
LUMO level: 0.75 eV

Structure (ORCA input):
```
! wB97M-V def2-TZVPD RIJCOSX def2/J DEFGRID3
* xyz 0 1
C -0.80473 0.40169 -0.04021
H -0.86698 -1.43631 -0.05757
O 1.34878 -0.61895 -0.19402
N 0.59305 0.57094 0.06371
H 1.44314 -0.98795 0.81932
H 0.96894 1.33719 -0.53403
N -1.47359 -0.65966 -0.09263
H -1.20862 1.39305 0.03543
*
```


(two)
DFT (ωB97M-V with the def2-TZVPD basis set) results for a cluster of 2 separate species, CH4N2O in total.

Results
Highest occupied orbital energy (spin up / spin down): -8.792 / -9.282 eV
LUMO level (spin up / spin down): -0.66 / 0.22 eV

Structure (ORCA input):
```
! wB97M-V def2-TZVPD RIJCOSX def2/J DEFGRID3
* xyz 0 1
H 2.11809 -1.53829 0.27879
O 1.57609 1.11459 -0.22672
H -1.32649 1.20537 0.68352
C -1.41500 0.37792 -0.06694
N 1.01586 0.04870 -0.07814
N 1.21097 -1.10367 0.15254
H -1.87322 0.42179 -1.09696
H -1.30630 -0.52639 0.35391
*
```


Stability verdict: (one), ahead by 340.1 kJ/mol


(one)
DFT (ωB97M-V with the def2-TZVPD basis set) results for a structure of composition C3H3N2S2.

Results
Highest occupied orbital energy: -14.730 eV
LUMO level: -6.79 eV

Structure (ORCA input):
```
! wB97M-V def2-TZVPD RIJCOSX def2/J DEFGRID3
* xyz 1 1
C -1.59774 -0.64573 1.46904
H 0.26197 1.67104 -1.67293
N 0.32149 1.26744 -0.71035
C 0.39222 -0.04314 -0.68489
S -0.07051 -1.50760 1.82867
H 0.57817 1.86454 -0.00983
N -2.63132 -0.17393 1.34707
C 0.72623 -0.68186 0.53041
S 2.06771 -1.04302 -0.32832
H -0.04822 -0.70774 -1.76888
*
```


(two)
DFT (ωB97M-V with the def2-TZVPD basis set) results for a structure of composition C3H3N2S2.

Results
Highest occupied orbital energy: -13.955 eV
LUMO level: -5.20 eV

Structure (ORCA input):
```
! wB97M-V def2-TZVPD RIJCOSX def2/J DEFGRID3
* xyz 1 1
C -1.83819 1.10786 0.58136
N 0.98668 -0.63658 -0.49548
C -2.94013 -0.73436 0.00176
H 1.19954 -0.00584 -1.23148
H 1.64223 -1.43963 -0.41316
S -2.01778 -1.90984 0.30158
S -3.28256 0.86852 -0.40291
C -0.11597 -0.44542 0.18924
H -1.92677 1.77540 1.32706
N -0.70346 0.65388 0.33949
*
```


Stability verdict: (two), ahead by 48.1 kJ/mol


(one)
DFT (ωB97M-V with the def2-TZVPD basis set) results for a cluster of 5 separate species, C2H13O4S in total.

Results
Highest occupied orbital energy: -3.182 eV
LUMO level: 3.44 eV

Structure (ORCA input):
```
! wB97M-V def2-TZVPD RIJCOSX def2/J DEFGRID3
* xyz -1 1
H -1.19954 -2.89832 -1.10186
H -0.25590 0.01445 -3.03307
H -2.26269 2.48206 3.37054
H -0.20646 1.55166 -2.21058
H 0.28345 2.34928 1.16965
O -1.49347 3.08947 3.65173
O 0.63721 1.54517 1.55116
H -1.71153 0.96682 -0.48151
C -0.19697 0.46544 -2.03195
C -1.46060 0.21656 -1.17727
H -1.32956 -0.72282 -0.47808
H 1.90790 -1.45198 0.35085
H -2.40698 -0.13581 -1.69658
H 2.07438 -1.74291 1.75161
H -0.77636 2.46541 3.86738
S 1.43398 0.31953 -1.30567
O -1.52409 -3.78747 -1.30026
H -0.95113 -4.10430 -1.92585
H 0.91791 1.11564 0.70124
O 1.49514 -1.98388 1.08016
*
```


(two)
DFT (ωB97M-V with the def2-TZVPD basis set) results for a cluster of 5 separate species, C2H13O4S in total.

Results
Highest occupied orbital energy: -3.495 eV
LUMO level: 3.57 eV

Structure (ORCA input):
```
! wB97M-V def2-TZVPD RIJCOSX def2/J DEFGRID3
* xyz -1 1
O 0.35188 -1.74284 -4.07630
H 0.69910 -1.23465 -0.32412
O 2.02740 0.96037 -1.92367
S 0.70891 1.21920 1.23977
C -1.06858 0.90314 1.51776
H 1.48743 1.76067 -1.91403
H 1.44851 -1.76515 4.23887
O 1.78018 -1.51263 3.41076
H -2.93215 1.89389 0.88874
H -1.31557 1.33713 2.46089
H 1.17337 -0.83957 3.05258
C -2.00422 1.48178 0.49505
H 0.10223 -2.17907 -3.26009
H -1.04714 -0.20384 1.62181
H -2.38481 0.74779 -0.30756
H -1.60356 2.31169 -0.04152
H 1.71176 0.82166 -0.92666
O 0.16435 -1.53143 -1.07525
H -0.63495 -0.84675 -1.01132
H 1.33584 -1.58138 -4.06572
*
```


Stability verdict: (two), ahead by 11.8 kJ/mol


(one)
DFT (ωB97M-V with the def2-TZVPD basis set) results for a cluster of 2 separate species, C4H12N2O2 in total.

Results
Highest occupied orbital energy: -8.600 eV
Structure (SMILES): NCCNCC=O.O
LUMO level: 0.93 eV

Structure (ORCA input):
```
! wB97M-V def2-TZVPD RIJCOSX def2/J DEFGRID3
* xyz 0 1
H 0.20321 -1.59766 2.01538
H -0.32574 1.08752 -2.35750
H 2.19849 0.98607 0.44249
H 0.02201 -0.77723 -0.34406
O -1.43249 1.00437 1.46855
C 0.39072 -0.56454 1.67802
H 2.05967 1.38232 -2.27043
H 2.20562 -0.29749 -1.74470
H -1.02808 0.37889 3.29349
H 0.42874 -0.17012 -3.27395
C 1.31639 0.81903 -0.20767
N 0.74077 -0.43141 0.28879
N 0.23186 0.24441 -2.36885
C 1.52837 0.53546 -1.72298
H -1.52552 -0.80630 -0.38462
O -1.78069 -1.68866 -0.67132
H -1.77408 -1.59542 -1.62880
H 0.67341 1.71311 -0.08921
H 1.22684 -0.10884 2.23119
C -0.78437 0.28318 2.18045
*
```


(two)
DFT (ωB97M-V with the def2-TZVPD basis set) results for a cluster of 2 separate species, C4H12N2O2 in total.

Results
Highest occupied orbital energy: -9.352 eV
Structure (SMILES): CC(=O)[C@@H](C)O.NN
LUMO level: 0.78 eV

Structure (ORCA input):
```
! wB97M-V def2-TZVPD RIJCOSX def2/J DEFGRID3
* xyz 0 1
H -1.68929 1.46798 2.46224
C -1.01436 0.47416 0.67022
H -0.79544 2.51591 1.35816
O -2.25104 0.63956 0.02428
H -0.24724 -1.10167 -2.17330
H 1.40640 -2.52714 -0.38147
H 0.07754 1.33355 2.34929
H 1.58230 -0.11889 0.97893
N 1.13799 -2.27350 -1.32723
N -0.04450 -1.47846 -1.24941
H -0.90582 -1.90927 -0.85320
C 1.54392 0.50441 0.09164
H 1.96480 1.48154 0.30987
O -0.14825 1.27942 -1.41507
H -0.98626 -0.52878 1.11059
H 0.98928 -3.13877 -1.84670
H 2.13695 0.05590 -0.69760
C -0.83719 1.51450 1.78741
C 0.13789 0.68767 -0.39734
H -2.05770 1.12191 -0.80129
*
```


(three)
DFT (ωB97M-V with the def2-TZVPD basis set) results for an isolated molecule of C4H12N2O2.

Results
Highest occupied orbital energy: -9.016 eV
Structure (SMILES): OCNCCNCO
LUMO level: 0.74 eV

Structure (ORCA input):
```
! wB97M-V def2-TZVPD RIJCOSX def2/J DEFGRID3
* xyz 0 1
N 0.62819 -0.56363 1.08309
H 2.47997 -1.13989 0.27554
C 1.76892 -1.48341 1.01998
H -1.09360 -1.01105 -1.85263
H 0.64866 -0.20032 2.03040
H 3.18787 -1.02821 2.30637
H -0.46222 2.18053 -0.53384
H 1.39982 -2.47952 0.78020
C -0.62275 1.32241 0.13051
H -3.25365 0.53176 -1.76534
H 1.55836 1.11672 0.14663
C -2.17181 0.62376 -1.63766
H -0.71516 1.76380 1.12522
H -1.84109 -0.31360 0.15326
H 0.69084 -0.00885 -0.89189
H -1.83821 1.58562 -2.04178
O 2.39666 -1.57380 2.28401
O -1.59297 -0.42785 -2.43062
C 0.65529 0.48490 0.07536
N -1.82315 0.62062 -0.25681
*
```


Stability verdict: (three), ahead by 11.6 kJ/mol


(one)
DFT (ωB97M-V with the def2-TZVPD basis set) results for a structure of composition C4H12N2O2.

Results
Highest occupied orbital energy: -7.663 eV
LUMO level: -0.09 eV

Structure (ORCA input):
```
! wB97M-V def2-TZVPD RIJCOSX def2/J DEFGRID3
* xyz 0 1
N -1.64553 -0.02438 1.26338
H 1.99159 -0.58283 2.15332
H 0.26856 0.78987 1.72417
O 1.05960 0.97834 -1.21912
C -1.34392 0.94716 -1.59243
H 0.46066 -1.53324 1.60714
H -0.63756 1.72717 0.65630
H -2.27025 0.55277 -1.18353
C -0.44253 0.68254 0.90050
H -1.31712 0.74574 -2.66526
N 1.96942 -1.42970 0.25495
H -1.69223 -0.28220 2.23945
C 1.42846 -1.10534 1.38860
H 2.85264 -0.99762 0.01463
H 1.17965 -1.47307 -0.60090
C -0.14071 0.24966 -0.96977
H 1.44206 0.59241 -2.01756
H -1.79923 -0.84042 0.67963
H -1.30222 2.02169 -1.43012
O -0.06132 -1.01854 -1.20339
*
```


(two)
DFT (ωB97M-V with the def2-TZVPD basis set) results for an isolated molecule of C4H12N2O2.

Results
Highest occupied orbital energy: -8.908 eV
Structure (SMILES): N[C@@H](CO)CNCO
LUMO level: 0.77 eV

Structure (ORCA input):
```
! wB97M-V def2-TZVPD RIJCOSX def2/J DEFGRID3
* xyz 0 1
H 0.16816 -1.26143 -1.31089
C -0.63529 0.51102 0.26987
O 1.73588 -1.81028 -0.18279
H 0.35930 3.34131 0.14305
N -1.65775 -1.45814 1.22432
C -0.35663 -0.92533 0.79933
O -0.26924 2.56284 -1.55170
H -0.03616 -2.77016 -0.29666
H -1.31947 0.98419 0.97234
H 0.32453 -0.79542 1.63647
C 0.28230 -1.72632 -0.34489
H 1.37954 0.67393 0.00309
H -1.17145 0.41204 -0.67587
H 0.08233 2.29109 -2.41527
H 1.68721 2.60438 -0.83866
H -2.23352 -1.67891 0.42582
H 1.95641 -2.52201 0.42755
C 0.66317 2.49842 -0.47640
N 0.60721 1.26899 0.28540
H -1.56649 -2.20022 1.90590
*
```


(three)
DFT (ωB97M-V with the def2-TZVPD basis set) results for a cluster of 2 separate species, C4H12N2O2 in total.

Results
Highest occupied orbital energy: -9.051 eV
Structure (SMILES): CN[C@H](C)C(N)=O.O
LUMO level: 0.66 eV

Structure (ORCA input):
```
! wB97M-V def2-TZVPD RIJCOSX def2/J DEFGRID3
* xyz 0 1
H -1.38108 -1.47335 0.51122
H -0.21003 3.07106 -2.37709
O 0.29548 -2.46582 2.99609
C 0.71734 0.40423 -0.56809
C -1.48760 -0.78144 -0.33420
C 1.05514 0.34855 0.93035
H 0.48212 -2.91361 2.17000
H 1.16175 1.34727 1.35364
H -0.61495 -2.14423 2.98836
H -2.18588 -1.19390 -1.04585
H 1.97365 -0.17764 1.15002
N -0.20082 -0.63416 -1.05530
C 0.02058 1.71701 -0.90201
N 0.28441 2.22546 -2.14008
H 0.50993 1.61065 -2.91273
H 0.23583 -0.11519 1.46734
H 1.61105 0.26576 -1.16755
H 0.22842 -1.55127 -1.01742
O -0.70055 2.28268 -0.09799
H -1.79479 0.17792 0.05128
*
```


(four)
DFT (ωB97M-V with the def2-TZVPD basis set) results for a cluster of 3 separate species, C4H12N2O2 in total.

Results
Highest occupied orbital energy: -9.156 eV
Structure (SMILES): C#[N+][O-].CCOC.N
LUMO level: 0.74 eV

Structure (ORCA input):
```
! wB97M-V def2-TZVPD RIJCOSX def2/J DEFGRID3
* xyz 0 1
H 3.76331 0.67962 0.91678
H -1.51225 -1.95708 -0.39834
C -2.27716 -1.25349 -0.74438
C 2.27504 -0.63570 -1.34301
O 1.00959 -1.94380 0.11945
H -1.58890 2.03315 -0.21011
C -0.87325 1.30828 0.17373
H -3.17047 -1.79942 -1.04242
C -1.59647 0.22958 0.98005
H -0.32941 0.87016 -0.66148
H 2.16968 0.32963 1.16958
H 2.78221 -0.03368 -2.03858
H -0.87807 -0.53870 1.29795
H -1.88767 -0.71331 -1.61512
N 2.82261 0.84469 0.58292
N 1.54951 -1.38225 -0.80546
H -2.04844 0.67326 1.87118
O -2.67082 -0.37353 0.28752
H 2.61941 1.83407 0.64961
H -0.15846 1.82852 0.81015
*
```


Stability verdict: (three), ahead by 113.6 kJ/mol